(1)
ORCA calculation (ωB97M-V/def2-TZVPD) on a cluster of 2 separate species, C3H8NS in total.

The calculation puts the total energy at -571.94557 Ha. Its charge is 0. For the LUMO energy (spin up / spin down), the calculation gives 0.9 / -2.5 eV. The value obtained for the frontier orbital gap (spin up / spin down) is 8.9797 / 5.5834 eV. As for the spin multiplicity: 2. For the energy relative to the best compared isomer or geometry (same formula, charge and spin), the calculation gives 105.2 kJ/mol. As for the expectation value of S²: 0.75.

Each line ends with the Mulliken spin population.
CARTESIAN COORDINATES (ANGSTROEM)
C (-1.421, -1.715, -0.329)  0.0257
C (-0.585, -0.962, 0.384)  0.0076
N (-0.866, -0.130, 1.459)  0.0015
C (-0.115, 1.116, 1.463)  -0.0022
H (-2.393, -2.029, 0.028)  0.0023
H (-1.099, -2.118, -1.278)  -0.0055
H (0.456, -0.869, 0.081)  -0.0007
H (-1.855, 0.020, 1.597)  -0.0001
H (-0.390, 1.700, 2.338)  -0.0025
H (0.951, 0.896, 1.507)  -0.0004
H (-0.267, 1.717, 0.561)  -0.0026
S (1.412, 0.708, -1.474)  0.9982
H (2.063, 0.371, -2.601)  -0.0213

Atoms 1-6, force components in eV/Å:
C 0.059 -0.446 0.158
C -0.010 0.597 -0.367
N -0.080 -0.332 0.226
C 0.134 -0.037 0.109
H -0.226 0.474 -0.125
H 0.211 -0.364 0.203

***

(2)
ORCA calculation (ωB97M-V/def2-TZVPD) on the ion C3H8NS2 with charge +1 in a non-equilibrium geometry.

The calculation puts the total energy at -969.87031 Ha. Its charge is +1. For the LUMO energy, the calculation gives -4.1 eV. The value obtained for the frontier orbital gap is 7.4542 eV. For the energy relative to the best compared isomer or geometry (same formula, charge and spin), the calculation gives 267.7 kJ/mol.

Each line ends with the Löwdin charge.
CARTESIAN COORDINATES (ANGSTROEM)
C (1.256, 0.050, 1.283)  -0.3848
C (0.594, 0.118, 0.020)  -0.1278
C (-0.770, 0.257, 0.075)  -0.0479
N (-1.647, 0.255, -1.145)  0.1918
S (2.179, -1.647, 1.737)  0.4371
S (1.005, -3.131, 2.411)  0.0362
H (2.102, 0.673, 1.238)  0.0682
H (0.662, 0.431, 2.133)  0.1119
H (1.022, -0.058, -0.900)  0.0989
H (-1.197, 0.510, 0.967)  0.0951
H (-2.569, -0.116, -0.703)  0.2227
H (-1.826, 1.254, -1.441)  0.1923
H (-1.299, -0.104, -2.022)  0.1639
H (2.283, -1.678, 0.370)  -0.0574

Atoms 1-6, force components in eV/Å:
C 0.854 -0.284 2.010
C -5.324 -0.402 0.907
C 4.310 -0.599 -3.028
N -1.931 2.230 2.378
S -1.489 0.370 -0.318
S 0.631 1.264 -0.804

***

- What is the charge in the first record?
  0

***

Copy entry 1 word for word.
ORCA calculation (ωB97M-V/def2-TZVPD) on a cluster of 2 separate species, C3H8NS in total.

The calculation puts the total energy at -571.94557 Ha. Its charge is 0. For the LUMO energy (spin up / spin down), the calculation gives 0.9 / -2.5 eV. The value obtained for the frontier orbital gap (spin up / spin down) is 8.9797 / 5.5834 eV. As for the spin multiplicity: 2. For the energy relative to the best compared isomer or geometry (same formula, charge and spin), the calculation gives 105.2 kJ/mol. As for the expectation value of S²: 0.75.

Each line ends with the Mulliken spin population.
CARTESIAN COORDINATES (ANGSTROEM)
C (-1.421, -1.715, -0.329)  0.0257
C (-0.585, -0.962, 0.384)  0.0076
N (-0.866, -0.130, 1.459)  0.0015
C (-0.115, 1.116, 1.463)  -0.0022
H (-2.393, -2.029, 0.028)  0.0023
H (-1.099, -2.118, -1.278)  -0.0055
H (0.456, -0.869, 0.081)  -0.0007
H (-1.855, 0.020, 1.597)  -0.0001
H (-0.390, 1.700, 2.338)  -0.0025
H (0.951, 0.896, 1.507)  -0.0004
H (-0.267, 1.717, 0.561)  -0.0026
S (1.412, 0.708, -1.474)  0.9982
H (2.063, 0.371, -2.601)  -0.0213

Atoms 1-6, force components in eV/Å:
C 0.059 -0.446 0.158
C -0.010 0.597 -0.367
N -0.080 -0.332 0.226
C 0.134 -0.037 0.109
H -0.226 0.474 -0.125
H 0.211 -0.364 0.203

***

- Look up the energy relative to the best compared isomer or geometry (same formula, charge and spin) of the second one.
  267.7 kJ/mol

***

- Which of these has the lowest charge?
  C3H8NS